1.
Here is a 5-piece molecular cluster, C26H42N4O11S overall in a non-equilibrium geometry from the Open Molecules 2025 dataset. Energies are from ωB97M-V with the def2-TZVPD basis set.

The total energy comes out at -2460.629950 hartree. The gap between HOMO and LUMO is 0.327 Ha. The SMILES is CCN[C@@](CCSc1nnco1)(CNC)OC=O.O=C1CCCO1.O=C1CCCO1.O=C1CCCO1.O=C1CCCO1. For the largest force on an atom, the calculation gives 6.60 eV/Å. For the HOMO energy, the calculation gives -0.322 hartree.

Cartesian coordinates (Å):
C (0.484, -4.462, 0.815)
C (1.749, -3.619, 0.253)
N (1.533, -2.940, -1.040)
C (0.664, -1.737, -0.995)
C (1.003, -0.680, 0.151)
C (0.354, -0.941, 1.588)
S (1.100, 0.356, 2.745)
C (0.444, 1.942, 2.011)
N (1.254, 2.691, 1.100)
N (0.427, 3.739, 0.755)
C (-0.813, 3.645, 1.427)
O (-0.848, 2.474, 2.258)
C (1.036, -0.967, -2.394)
N (2.161, 0.005, -2.241)
C (1.605, 1.326, -2.739)
O (-0.714, -2.206, -1.046)
C (-1.672, -1.177, -1.004)
O (-2.892, -1.458, -0.930)
H (0.015, -5.095, -0.018)
H (0.705, -5.040, 1.764)
H (-0.317, -3.669, 1.082)
H (2.568, -4.415, 0.071)
H (2.194, -2.954, 1.084)
H (1.124, -3.596, -1.718)
H (2.132, -0.502, 0.292)
H (0.597, 0.339, -0.212)
H (0.569, -1.953, 2.055)
H (-0.765, -0.696, 1.561)
H (-1.743, 4.292, 1.398)
H (0.144, -0.450, -2.873)
H (1.380, -1.779, -3.142)
H (2.944, -0.189, -2.877)
H (0.619, 1.576, -2.205)
H (1.337, 1.234, -3.861)
H (2.315, 2.202, -2.548)
H (-1.404, -0.058, -0.978)
O (-5.510, 5.591, 1.159)
C (-5.429, 4.559, 1.772)
C (-6.382, 3.398, 1.673)
C (-6.030, 2.591, 2.906)
C (-4.570, 2.923, 3.102)
O (-4.418, 4.264, 2.635)
H (-6.176, 2.846, 0.753)
H (-7.418, 3.736, 1.695)
H (-6.219, 1.522, 2.800)
H (-6.611, 2.952, 3.761)
H (-3.913, 2.275, 2.515)
H (-4.278, 2.866, 4.152)
O (5.039, 4.806, 3.192)
C (4.012, 5.429, 3.254)
C (2.704, 4.917, 3.794)
C (1.721, 5.942, 3.270)
C (2.567, 7.191, 3.184)
O (3.887, 6.731, 2.877)
H (2.746, 4.913, 4.886)
H (2.486, 3.919, 3.413)
H (0.837, 6.064, 3.899)
H (1.386, 5.652, 2.270)
H (2.599, 7.738, 4.131)
H (2.221, 7.866, 2.399)
O (2.598, -6.042, 1.717)
C (2.210, -7.179, 1.797)
C (2.938, -8.395, 1.292)
C (1.847, -9.444, 1.298)
C (0.948, -8.973, 2.417)
O (1.049, -7.544, 2.406)
H (3.745, -8.641, 1.987)
H (3.331, -8.229, 0.289)
H (2.216, -10.461, 1.442)
H (1.304, -9.414, 0.348)
H (1.275, -9.338, 3.395)
H (-0.091, -9.268, 2.259)
O (-1.313, 1.165, -4.085)
C (-1.088, 1.158, -5.268)
C (-0.668, 2.347, -6.089)
C (-0.916, 1.860, -7.502)
C (-0.713, 0.369, -7.373)
O (-1.141, 0.043, -6.045)
H (0.390, 2.549, -5.908)
H (-1.273, 3.221, -5.853)
H (-0.264, 2.321, -8.246)
H (-1.952, 2.071, -7.786)
H (0.337, 0.081, -7.481)
H (-1.309, -0.189, -8.097)

Atoms 1-3, force components in eV/Å:
-0.8306 1.9180 -0.0074
0.7024 -2.5491 0.8170
-0.8784 1.0623 1.5579

Mulliken population analysis, charges in e, atoms 1 to 4:
1 C -0.923
2 C -0.448
3 N -0.303
4 C 1.351


2.
Here is a 4-piece molecular cluster, C3H14NO4 overall in a non-equilibrium geometry from the Open Molecules 2025 dataset. Energies are from ωB97M-V with the def2-TZVPD basis set.

As for the net charge: +1. The total energy comes out at -478.172427 hartree. The gap between HOMO and LUMO is 0.405 Ha. The calculation puts the energy above the lowest of the compared OMol25 structures with the same formula, charge and spin at 0.8945 eV. For the largest force on an atom, the calculation gives 1.49 eV/Å. For the HOMO energy, the calculation gives -0.516 hartree.

Cartesian coordinates (Å):
C (0.065, -1.079, 0.693)
C (1.283, -1.174, 1.618)
C (2.587, -0.733, 0.972)
O (2.587, 0.349, 0.423)
N (-0.717, 0.162, 0.900)
H (-0.554, -1.966, 0.721)
H (0.545, -1.014, -0.260)
H (1.356, -2.123, 2.148)
H (1.180, -0.445, 2.424)
H (3.550, -1.240, 1.106)
H (-1.739, 0.071, 0.821)
H (-0.479, 0.928, 0.250)
H (-0.374, 0.652, 1.730)
H (-1.400, -1.552, -3.124)
H (-0.794, -0.465, -3.974)
O (-0.602, -1.021, -3.209)
H (-3.932, 1.051, -0.474)
H (-2.534, 1.308, -1.111)
O (-2.986, 0.947, -0.342)
H (1.608, 1.947, -0.343)
H (0.663, 3.175, -0.550)
O (0.686, 2.222, -0.420)

Atoms 1-3, force components in eV/Å:
1.3722 -0.2328 -0.1835
0.0704 -0.3941 0.9538
-0.2260 1.4659 0.0935

Mulliken population analysis, charges in e, atoms 1 to 4:
1 C -0.438
2 C -0.553
3 C -0.107
4 O -0.471


3.
Here is C15H16PtTe as an isolated structure from the Open Molecules 2025 dataset. Energies are from ωB97M-V with the def2-TZVPD basis set.

As for the expectation value of S²: 6.031. As for the net charge: +4. The total energy comes out at -966.646679 hartree. The gap between HOMO and LUMO (spin up / spin down) is 0.271 / 0.221 Ha. The calculation puts the energy above the lowest of the compared OMol25 structures with the same formula, charge and spin at 0.0000 eV. For the largest force on an atom, the calculation gives 0.72 eV/Å. For the HOMO energy (spin up / spin down), the calculation gives -0.828 / -0.828 hartree. Its multiplicity is 5.

Cartesian coordinates (Å):
Pt (1.160, 1.865, -1.236)
C (3.532, 2.228, -3.925)
C (2.837, 2.781, -2.751)
C (3.355, 2.631, -1.417)
C (2.778, 3.311, -0.315)
C (1.605, 4.092, -0.484)
C (1.002, 4.156, -1.768)
C (1.591, 3.489, -2.871)
H (4.187, 3.036, -4.299)
H (2.855, 1.978, -4.742)
H (4.183, 1.391, -3.677)
H (4.239, 2.020, -1.266)
H (3.226, 3.226, 0.669)
H (1.169, 4.622, 0.356)
H (0.078, 4.708, -1.911)
H (1.107, 3.534, -3.842)
C (-0.775, -2.766, 0.377)
Te (-0.265, -0.727, 0.778)
C (-1.811, -0.787, 2.258)
C (-2.332, -2.201, 2.258)
C (-3.351, -2.574, 3.216)
C (-3.853, -3.878, 3.272)
C (-3.362, -4.815, 2.396)
C (-2.352, -4.455, 1.446)
C (-1.843, -3.129, 1.382)
H (0.140, -3.357, 0.475)
H (-1.110, -2.813, -0.664)
H (-2.566, -0.041, 1.990)
H (-1.369, -0.498, 3.218)
H (-3.726, -1.820, 3.900)
H (-4.616, -4.143, 3.994)
H (-3.724, -5.837, 2.405)
H (-1.986, -5.228, 0.777)

Atoms 1-3, force components in eV/Å:
0.3366 0.6143 -0.1628
0.0048 -0.0416 0.0114
-0.0676 0.0790 0.0947

Mulliken population analysis, charges in e, atoms 1 to 4:
1 Pt 0.912
2 C -1.408
3 C 1.580
4 C -0.852


4.
Here is a 10-piece molecular cluster, C48H58N10O16 overall in a non-equilibrium geometry from the Open Molecules 2025 dataset. Energies are from ωB97M-V with the def2-TZVPD basis set.

The total energy comes out at -3614.623656 hartree. The gap between HOMO and LUMO is 0.316 Ha. The SMILES is O=[N+]([O-])c1ccccc1.O=[N+]([O-])c1ccccc1.O=[N+]([O-])c1ccccc1.O=[N+]([O-])c1ccccc1.O=[N+]([O-])c1ccccc1.O=[N+]([O-])c1ccccc1.CN(C)C=O.CN(C)C=O.CN(C)C=O.CN(C)C=O. The calculation puts the energy above the lowest of the compared OMol25 structures with the same formula, charge and spin at 0.0000 eV. For the largest force on an atom, the calculation gives 3.61 eV/Å. For the HOMO energy, the calculation gives -0.339 hartree.

Cartesian coordinates (Å):
O (14.390, 11.958, 11.760)
N (15.117, 12.488, 12.572)
O (15.053, 13.689, 12.860)
C (16.144, 11.696, 13.245)
C (16.710, 12.132, 14.481)
C (17.693, 11.368, 15.101)
C (18.055, 10.084, 14.557)
C (17.399, 9.619, 13.403)
C (16.459, 10.477, 12.715)
H (16.270, 12.978, 15.026)
H (18.049, 11.730, 16.060)
H (18.948, 9.492, 14.999)
H (17.614, 8.632, 13.051)
H (15.891, 10.217, 11.814)
O (15.899, 20.136, 14.040)
N (15.935, 19.037, 14.492)
O (15.129, 18.619, 15.282)
C (16.949, 18.015, 13.982)
C (17.759, 18.334, 12.938)
C (18.684, 17.349, 12.544)
C (18.602, 16.047, 13.129)
C (17.792, 15.795, 14.265)
C (16.973, 16.861, 14.700)
H (17.578, 19.216, 12.303)
H (19.423, 17.645, 11.792)
H (19.298, 15.264, 12.689)
H (17.697, 14.810, 14.691)
H (16.323, 16.723, 15.546)
O (10.846, 26.048, 18.420)
N (11.405, 25.105, 17.854)
O (12.551, 25.277, 17.383)
C (10.782, 23.775, 17.878)
C (11.649, 22.628, 18.011)
C (11.048, 21.415, 18.009)
C (9.738, 21.228, 17.571)
C (8.949, 22.327, 17.376)
C (9.455, 23.619, 17.576)
H (12.717, 22.677, 18.266)
H (11.645, 20.579, 18.222)
H (9.305, 20.279, 17.461)
H (7.972, 22.220, 17.062)
H (8.843, 24.496, 17.353)
O (17.172, 19.071, 19.756)
N (16.315, 19.398, 18.979)
O (15.478, 18.563, 18.551)
C (16.216, 20.831, 18.533)
C (16.878, 21.765, 19.275)
C (16.723, 23.100, 18.918)
C (15.886, 23.427, 17.874)
C (15.175, 22.453, 17.218)
C (15.387, 21.063, 17.500)
H (17.459, 21.415, 20.109)
H (17.291, 23.849, 19.373)
H (15.660, 24.434, 17.670)
H (14.582, 22.778, 16.411)
H (14.884, 20.318, 16.952)
O (18.059, 14.597, 10.531)
N (16.981, 14.158, 10.166)
O (16.781, 12.949, 10.130)
C (15.848, 15.152, 9.743)
C (15.812, 16.402, 10.272)
C (14.709, 17.189, 9.882)
C (13.627, 16.773, 9.092)
C (13.768, 15.494, 8.566)
C (14.875, 14.625, 8.914)
H (16.642, 16.858, 10.746)
H (14.711, 18.213, 10.327)
H (12.882, 17.443, 8.754)
H (13.048, 15.104, 7.893)
H (14.936, 13.598, 8.661)
O (11.533, 19.806, 15.785)
N (11.922, 18.699, 16.011)
O (11.958, 18.219, 17.172)
C (12.232, 17.814, 14.929)
C (12.552, 16.483, 15.366)
C (12.698, 15.560, 14.340)
C (12.612, 15.957, 12.993)
C (12.442, 17.310, 12.679)
C (12.161, 18.264, 13.644)
H (12.524, 16.265, 16.412)
H (12.935, 14.501, 14.478)
H (12.890, 15.307, 12.153)
H (12.508, 17.543, 11.610)
H (11.932, 19.293, 13.426)
C (12.473, 19.414, 21.366)
N (13.612, 19.876, 22.099)
C (13.431, 21.101, 22.777)
C (14.746, 19.158, 22.047)
O (15.777, 19.400, 22.693)
H (12.796, 18.471, 20.877)
H (12.204, 20.113, 20.526)
H (11.568, 19.182, 21.948)
H (12.638, 21.015, 23.533)
H (14.409, 21.421, 23.241)
H (13.163, 21.899, 22.059)
H (14.780, 18.331, 21.352)
C (18.502, 16.060, 18.734)
N (17.260, 15.332, 18.868)
C (16.400, 15.778, 19.939)
C (16.956, 14.254, 18.110)
O (17.599, 13.874, 17.115)
H (18.113, 17.116, 18.454)
H (19.033, 15.569, 17.938)
H (19.063, 16.073, 19.672)
H (15.390, 15.366, 19.875)
H (16.856, 15.631, 20.949)
H (16.365, 16.868, 19.820)
H (15.973, 13.788, 18.424)
C (7.156, 13.975, 14.762)
N (7.722, 15.146, 15.365)
C (8.800, 15.805, 14.706)
C (6.957, 15.895, 16.182)
O (7.242, 17.004, 16.528)
H (7.118, 14.072, 13.660)
H (6.173, 13.819, 15.201)
H (7.834, 13.137, 14.994)
H (8.522, 16.334, 13.764)
H (9.347, 16.515, 15.360)
H (9.589, 15.093, 14.363)
H (6.024, 15.365, 16.445)
C (7.746, 23.155, 12.157)
N (8.623, 22.054, 11.911)
C (9.421, 21.550, 13.036)
C (8.843, 21.553, 10.696)
O (9.652, 20.691, 10.399)
H (7.155, 23.379, 11.309)
H (8.213, 24.125, 12.366)
H (7.038, 22.950, 12.954)
H (9.134, 20.628, 13.438)
H (10.444, 21.563, 12.677)
H (9.354, 22.298, 13.788)
H (8.130, 21.968, 9.956)

Atoms 1-3, force components in eV/Å:
0.0914 -0.1137 0.1411
-0.1158 1.3029 0.1065
0.0962 -0.9082 -0.0986

Mulliken population analysis, charges in e, atoms 1 to 4:
1 O -0.624
2 N 1.002
3 O -0.364
4 C 0.112


5.
Here is a 3-piece molecular cluster, C4H17N2O2 overall in a non-equilibrium geometry from the Open Molecules 2025 dataset. Energies are from ωB97M-V with the def2-TZVPD basis set.

As for the expectation value of S²: 0.754. As for the net charge: +2. The total energy comes out at -421.877491 hartree. The gap between HOMO and LUMO (spin up / spin down) is 0.391 / 0.215 Ha. The calculation puts the energy above the lowest of the compared OMol25 structures with the same formula, charge and spin at 0.7791 eV. For the largest force on an atom, the calculation gives 3.55 eV/Å. For the HOMO energy (spin up / spin down), the calculation gives -0.657 / -0.657 hartree. Its multiplicity is 2.

Cartesian coordinates (Å):
N (-1.595, -1.592, -0.916)
C (-1.911, -0.312, -0.165)
C (-0.741, 0.539, 0.386)
N (0.526, -0.213, 0.581)
C (1.657, 0.171, -0.217)
C (2.958, -0.463, 0.286)
H (-1.261, -1.365, -1.856)
H (-2.452, -2.141, -0.949)
H (-0.961, -2.183, -0.408)
H (-2.592, 0.288, -0.767)
H (-2.573, -0.641, 0.632)
H (-1.037, 0.845, 1.390)
H (-0.552, 1.418, -0.225)
H (0.824, -0.251, 1.568)
H (1.792, 1.237, -0.367)
H (1.429, -0.274, -1.191)
H (3.640, 0.208, 0.795)
H (2.759, -1.295, 0.972)
H (3.418, -1.023, -0.528)
H (-1.093, 1.821, -3.743)
H (-2.569, 1.712, -4.048)
O (-1.945, 1.662, -3.317)
H (0.021, 0.766, 3.802)
H (1.284, 0.377, 4.569)
O (0.974, 0.709, 3.715)

Atoms 1-3, force components in eV/Å:
-0.3738 1.3246 0.0516
-1.0978 -0.2239 0.5886
-0.0942 -1.1397 -0.0117

Mulliken population analysis, charges in e, atoms 1 to 4:
1 N -0.256
2 C -0.695
3 C -0.298
4 N -0.004


6.
Here is C31H33BN11O2V as an isolated structure in a non-equilibrium geometry from the Open Molecules 2025 dataset. Energies are from ωB97M-V with the def2-TZVPD basis set.

As for the expectation value of S²: 0.780. As for the net charge: +3. The total energy comes out at -2921.788465 hartree. The gap between HOMO and LUMO (spin up / spin down) is 0.166 / 0.230 Ha. For the largest force on an atom, the calculation gives 1.44 eV/Å. For the HOMO energy (spin up / spin down), the calculation gives -0.556 / -0.619 hartree. Its multiplicity is 2.

Cartesian coordinates (Å):
V (0.090, 0.112, 0.123)
C (-2.480, 0.774, 4.582)
C (-2.144, 0.016, 3.348)
C (-2.664, -1.212, 2.906)
C (-2.035, -1.516, 1.731)
N (-1.166, -0.500, 1.429)
N (-1.237, 0.424, 2.463)
B (-0.311, 1.687, 2.451)
N (-0.651, 2.484, 1.146)
N (-0.610, 1.828, -0.081)
C (-0.957, 2.739, -1.060)
C (-1.189, 3.940, -0.446)
C (-1.008, 3.749, 0.936)
C (-1.187, 4.734, 2.036)
C (-1.026, 2.395, -2.481)
C (-0.445, 3.262, -3.409)
C (-0.526, 2.982, -4.765)
C (-1.203, 1.850, -5.201)
C (-1.805, 0.997, -4.283)
C (-1.715, 1.264, -2.926)
N (1.170, 1.184, 2.326)
N (1.527, 0.368, 1.254)
C (2.882, 0.130, 1.330)
C (3.367, 0.815, 2.413)
C (2.275, 1.460, 3.021)
C (2.267, 2.296, 4.251)
C (3.536, -0.754, 0.369)
C (4.813, -0.442, -0.099)
C (5.440, -1.284, -1.006)
C (4.804, -2.444, -1.434)
C (3.540, -2.769, -0.954)
C (2.904, -1.927, -0.054)
C (-2.158, -2.757, 0.905)
C (-2.570, -3.934, 1.701)
C (-2.801, -5.114, 1.025)
C (-2.792, -5.165, -0.352)
C (-2.694, -3.938, -1.140)
C (-2.794, -2.624, -0.487)
H (-3.236, 0.238, 5.149)
H (-2.870, 1.763, 4.338)
H (-1.601, 0.903, 5.215)
H (-3.410, -1.800, 3.416)
H (-0.459, 2.352, 3.420)
H (-1.500, 4.854, -0.926)
H (-1.521, 5.684, 1.630)
H (-0.250, 4.897, 2.571)
H (-1.928, 4.383, 2.755)
H (0.075, 4.150, -3.070)
H (-0.077, 3.657, -5.481)
H (-1.288, 1.648, -6.261)
H (-2.372, 0.142, -4.629)
H (-2.235, 0.630, -2.218)
H (4.384, 0.822, 2.769)
H (3.261, 2.321, 4.688)
H (1.573, 1.893, 4.989)
H (1.964, 3.319, 4.026)
H (5.310, 0.461, 0.236)
H (6.431, -1.043, -1.367)
H (5.308, -3.111, -2.120)
H (3.069, -3.697, -1.250)
H (1.953, -2.231, 0.373)
H (-2.532, -3.898, 2.779)
H (-2.986, -6.024, 1.582)
H (-2.957, -6.099, -0.874)
H (-3.533, -4.768, -2.679)
H (-3.438, -1.830, -0.843)
N (1.960, 0.958, -1.932)
N (1.649, -0.063, -2.841)
C (0.699, -0.925, -2.500)
N (0.314, -1.944, -3.211)
N (0.082, -0.688, -1.297)
N (-1.490, -2.978, -1.103)
O (-0.867, -3.045, 0.206)
O (-3.108, -3.931, -2.452)
H (1.772, 1.859, -2.367)
H (2.942, 0.888, -1.673)
H (2.153, -0.149, -3.715)
H (0.722, -2.169, -4.107)
H (-0.410, -2.541, -2.793)

Atoms 1-3, force components in eV/Å:
-0.5742 -0.2994 -1.2883
-0.0268 -0.0415 -0.0115
-0.0122 0.0491 0.0978

Mulliken population analysis, charges in e, atoms 1 to 4:
1 V 1.420
2 C -1.438
3 C 0.773
4 C -1.486


> Which of these has the lowest largest force on an atom?

C15H16PtTe